No. 1
DFT (wB97M-V/def2-TZVPD) results for a 21-piece molecular cluster, C9H57NO26 overall.

Total energy ... -2387.9155 a.u.
E_LUMO ... -0.565 eV

Each line ends with the Löwdin charge.
Cartesian coordinates (Å):
O 0.1370 2.5750 -4.6565  -0.052
O -0.7161 1.4753 -2.9311  -0.128
O 0.3400 2.1607 -0.9488  -0.118
O -1.0622 0.6575 0.3460  -0.083
O 0.6624 -3.1533 -0.0093  -0.124
O -0.9667 -2.5424 3.2837  -0.121
N 0.8245 -2.0969 1.9085  -0.057
C -0.8624 2.6733 -3.6399  -0.229
C 0.4557 1.3736 -2.1497  -0.197
C -0.9077 1.9619 -0.2635  -0.137
C 1.6690 -2.8076 0.8949  -0.113
C 0.2651 -3.1447 2.8348  -0.117
C 0.0413 0.0705 0.9945  -0.133
C -0.4133 -2.1970 -0.0181  -0.051
C -1.4276 -1.5078 2.3176  -0.056
C -0.2926 -1.3682 1.2691  -0.346
H 0.2163 3.4090 -5.1517  0.035
H -0.7347 3.5262 -2.9922  0.134
H -1.8171 2.7225 -4.1061  0.099
H 1.2726 1.7941 -2.7139  0.122
H 0.7688 0.3452 -1.9350  0.139
H -1.7146 2.1128 -0.9713  0.120
H -0.9567 2.7323 0.5161  0.128
H 2.2477 -3.6052 1.4256  0.146
H 2.3813 -2.2020 0.4367  0.096
H 0.0371 -4.1126 2.3649  0.123
H 1.0451 -3.3280 3.6652  0.123
H 0.9974 0.1178 0.4506  0.143
H 0.1135 0.6380 1.9635  0.135
H -1.3683 -2.6500 0.1084  0.120
H -0.4181 -1.5363 -0.9740  0.153
H -1.5745 -0.5444 2.8284  0.113
H -2.3165 -1.8158 1.7674  0.116
O -4.1196 -0.2432 2.5633  -0.108
H -4.9698 0.2143 2.8662  0.088
H -4.0654 -0.1723 1.5555  0.083
O 0.9629 -3.8746 6.2147  -0.099
H 0.9902 -4.2117 7.1684  0.099
H 0.6870 -2.9013 6.2323  0.104
O -2.3597 -0.9762 -3.0285  -0.117
H -1.8447 -0.1246 -3.2110  0.030
H -3.3239 -0.8248 -3.2950  0.065
O -0.6512 -5.4153 0.4196  -0.125
H -0.2001 -6.3208 0.4355  0.072
H 0.0656 -4.7077 0.3233  0.013
O -3.5492 -3.2437 3.9997  -0.123
H -2.8168 -3.0138 3.3405  0.021
H -3.1202 -3.6660 4.8129  0.068
O -2.8497 5.5260 -2.3208  -0.122
H -2.5383 5.4093 -1.3652  0.063
H -3.2496 4.6499 -2.6311  0.000
O -2.6208 0.7266 5.0664  -0.121
H -2.8046 0.0985 4.2947  0.020
H -3.2745 1.4967 5.0085  0.063
O 4.8454 -0.9432 -0.1270  -0.124
H 4.3407 -0.2481 -0.6617  0.042
H 4.7027 -0.7494 0.8558  0.066
O 0.1422 5.1556 -5.5317  -0.094
H 0.9281 5.1973 -6.1676  0.063
H -0.6673 4.8418 -6.0513  0.092
O 4.2306 -5.3162 2.0821  -0.137
H 4.8349 -4.5081 2.0067  0.069
H 3.6413 -5.1943 2.8955  -0.002
O 2.9307 2.8074 -1.2126  -0.111
H 2.0325 2.4305 -0.9389  0.014
H 3.5866 2.6356 -0.4616  0.070
O 1.1864 -0.1684 -4.4537  -0.096
H 0.5950 -0.8893 -4.8466  0.108
H 0.6670 0.7000 -4.4535  0.046
O -2.8678 1.1770 -5.9618  -0.110
H -3.1963 2.1298 -6.0522  0.068
H -2.0268 1.0797 -6.5159  0.076
O -0.4055 4.0250 2.9824  -0.109
H -0.4125 4.7071 3.7296  0.099
H -0.0291 4.4685 2.1544  0.094
O 3.3313 -0.8774 -2.9483  -0.131
H 3.4212 -1.8551 -2.7035  0.069
H 2.5960 -0.7916 -3.6380  0.005
O 2.5853 3.9747 -6.4749  -0.108
H 3.3132 4.3735 -7.0536  0.086
H 2.8622 3.0346 -6.2233  0.091
O 0.7853 1.8331 4.0678  -0.131
H 0.7229 2.1432 5.0289  0.086
H 0.1587 2.4009 3.5122  0.017
O 2.2080 -0.8231 3.9323  -0.141
H 1.7051 0.0500 4.0252  0.014
H 1.7073 -1.4069 3.2749  -0.002
O 2.9456 -4.7386 4.4840  -0.128
H 3.4381 -5.5086 4.9179  0.092
H 2.2432 -4.4080 5.1330  0.018
O -4.1425 3.1183 -2.5554  -0.107
H -4.2461 3.3851 -1.5849  0.090
H -4.9667 2.5992 -2.8293  0.103

***

No. 2
DFT (wB97M-V/def2-TZVPD) results for C9H5BCl5F4IrNO4S2Se as an isolated structure.

Net charge ... -1
Energy above the lowest of the compared OMol25 structures with the same formula, charge and spin ... 0.0 kcal per mole
Total energy ... -6729.2910 a.u.
E_LUMO (spin up / spin down) ... 1.486 / 1.485 eV

Each line ends with the natural charge from an NBO analysis.
Cartesian coordinates (Å):
Ir 0.3103 0.2508 -0.7314  1.189
Cl 2.7083 1.9233 -0.4401  0.085
C 1.3350 2.8715 -0.8658  0.001
C 0.2028 2.1460 -1.2484  -0.190
C -0.8749 2.9262 -1.7071  -0.068
Cl -2.2471 2.2231 -2.4958  0.044
C -0.8198 4.3242 -1.6899  -0.082
Cl -2.1486 5.2618 -2.2822  0.037
C 0.3038 4.9911 -1.2214  -0.086
Cl 0.3545 6.7194 -1.1776  0.033
C 1.4109 4.2555 -0.8313  -0.123
Cl 2.8574 5.0452 -0.3107  0.038
F 2.1079 -0.6831 0.9929  -0.592
B 3.0725 -1.3528 0.1399  1.345
F 4.3446 -0.9414 0.4955  -0.558
F 2.7801 -0.9353 -1.1894  -0.578
F 2.9070 -2.7212 0.2693  -0.562
S 0.1251 -2.1489 -1.6913  -0.105
C -0.3133 -2.9708 -0.3134  -0.023
N -0.2575 -2.5595 0.9377  -0.559
C -0.6933 -3.4757 1.9783  -0.224
C -1.6287 -4.4571 1.2862  -0.531
S -0.9796 -4.5954 -0.4070  0.295
H 0.0643 -1.6281 1.1808  0.454
H -1.2082 -2.9094 2.7530  0.234
H 0.1782 -3.9810 2.4023  0.203
H -2.6433 -4.0646 1.2441  0.231
H -1.6210 -5.4364 1.7588  0.229
O -2.6713 -0.8456 1.5439  -1.009
Se -2.0757 0.3994 0.6973  2.678
O -0.4101 0.6457 1.0747  -0.927
O -1.5582 -0.0571 -0.8828  -0.907
O -2.9120 1.7801 0.7307  -0.971

***

No. 3
DFT (wB97M-V/def2-TZVPD) results for one molecule with the formula C9H5Cl2FNPS.

Energy above the lowest of the compared OMol25 structures with the same formula, charge and spin ... 83.4 kcal per mole
Total energy ... -2160.2957 a.u.
SMILES ... Fc1cc(Cl)c(C(Cl)=C=[PH3])cc1N=C=S
E_LUMO ... -0.459 eV

Each line ends with the natural charge from an NBO analysis.
Cartesian coordinates (Å):
F -0.8124 3.1522 1.0146  -0.314
C -0.6771 1.9780 0.3189  0.410
C -1.7759 1.0666 0.3024  -0.297
C -1.5011 -0.1573 -0.2356  -0.035
Cl -2.8093 -1.0039 -1.0217  0.013
C -0.2380 -0.5123 -0.8177  -0.129
C 0.1575 -1.8285 -1.2885  -0.122
Cl 0.8598 -1.7691 -2.8652  0.029
C 0.2021 -3.0158 -0.4370  -0.525
P -0.5113 -2.7010 1.1389  0.641
C 0.8655 0.3529 -0.6580  -0.173
C 0.6105 1.6459 -0.1395  0.071
N 1.5262 2.6081 -0.0183  -0.439
C 2.5733 3.1290 -0.0420  0.290
S 4.0376 3.6925 -0.0656  -0.007
H -2.8305 1.4024 0.3478  0.262
H -1.2467 -3.7354 1.8202  0.053
H -0.9042 -1.1822 1.7522  0.015
H 0.6428 -3.1159 1.7811  0.011
H 1.8313 -0.0062 -0.8870  0.244

***

No. 4
DFT (wB97M-V/def2-TZVPD) results for a 2-piece molecular cluster, C9H5F4N overall.

Energy above the lowest of the compared OMol25 structures with the same formula, charge and spin ... 39.4 kcal per mole
Total energy ... -799.9591 a.u.
E_LUMO (spin up / spin down) ... -0.599 / -0.174 eV

Each line ends with the natural charge from an NBO analysis.
Cartesian coordinates (Å):
C -3.3829 0.7401 -1.1795  -0.108
C -2.1911 0.7231 -1.4428  -0.135
C 1.7224 -1.3189 1.6295  -0.134
C 1.3147 -0.5729 2.7493  -0.278
C 1.1199 -1.0639 0.3849  -0.348
C 0.2440 0.2436 2.6990  0.035
C 0.1944 -0.0797 0.5206  0.341
C -0.8464 0.9939 -1.5188  0.265
C 0.1151 0.2776 -2.5496  0.929
N -0.3631 0.4871 1.5275  -0.437
F -0.5033 2.2990 -1.4997  -0.310
F 0.0401 1.0328 -3.7006  -0.349
F 1.4195 0.2740 -2.3085  -0.307
F -0.3194 -0.9234 -2.9332  -0.312
H -4.3767 0.8967 -1.1230  0.219
H 2.4077 -2.1829 1.7119  0.225
H 1.8309 -0.8556 3.7431  0.228
H 1.6847 -1.6112 -0.4016  0.264
H -0.1108 0.6405 3.6913  0.211

***

> total energy of number 3 (C9H5Cl2FNPS)?

-2160.2957 a.u.

***

> The lowest total energy belongs to which entry?

C9H5BCl5F4IrNO4S2Se

***

> Number 1 is which compound?

C9H57NO26

***

> total energy of number 2 (C9H5BCl5F4IrNO4S2Se)?

-6729.2910 a.u.